--- a ---
Molecular formula: C7H15NO2
Method: DFT, ωB97M-V with the def2-TZVPD basis set

Computed properties:
structure (SMILES) = CO[C@@H](C)C(C)(C)C#N.O

Each atom is followed by the atoms it is bonded to, with distances in Å.
Cartesian coordinates (Å):
1 O 3.903 0.653 0.595  H14 1.125, H23 0.963
2 O -1.849 -0.484 0.153  C4 1.405, C8 1.411
3 N 2.248 1.237 -1.246  C7 1.189
4 C -3.101 -0.165 -0.398  O2 1.405, H11 1.097, H16 1.103, H17 1.104
5 C 0.792 -1.088 1.145  C10 1.539, H13 1.098, H21 1.097, H24 1.097
6 C -0.790 1.579 0.841  C8 1.523, H12 1.098, H20 1.098, H25 1.098
7 C 1.636 0.492 -0.550  N3 1.189, C10 1.488
8 C -0.814 0.424 -0.151  O2 1.411, C6 1.523, C10 1.557, H19 1.105
9 C 0.391 -1.462 -1.320  C10 1.540, H15 1.096, H18 1.097, H22 1.098
10 C 0.502 -0.406 -0.204  C5 1.539, C7 1.488, C8 1.557, C9 1.540
11 H -3.807 -0.945 -0.086  C4 1.097
12 H 0.030 2.275 0.620  C6 1.098
13 H 1.672 -1.740 1.065  C5 1.098
14 H 3.828 1.274 -0.340  O1 1.125
15 H -0.401 -2.172 -1.057  C9 1.096
16 H -3.477 0.807 -0.036  C4 1.103
17 H -3.056 -0.142 -1.500  C4 1.104
18 H 1.334 -2.013 -1.427  C9 1.097
19 H -0.978 0.828 -1.166  C8 1.105
20 H -0.678 1.209 1.868  C6 1.098
21 H -0.063 -1.721 1.410  C5 1.097
22 H 0.146 -0.994 -2.283  C9 1.098
23 H 3.300 0.769 1.336  O1 0.963
24 H 0.963 -0.360 1.948  C5 1.097
25 H -1.730 2.144 0.783  C6 1.098



--- b ---
Molecular formula: C7H15NO2
Method: DFT, ωB97M-V with the def2-TZVPD basis set

Computed properties:
structure (SMILES) = CC(C)(O)C(C)(C)C(N)=O

Each atom is followed by the atoms it is bonded to, with distances in Å.
Cartesian coordinates (Å):
1 O 0.694 -1.995 0.209  C6 1.423, H13 0.961
2 O -0.370 -0.872 -2.503  C4 1.269
3 N 0.293 1.104 -2.378  C4 1.332, H20 1.253, H25 1.014
4 C -0.299 0.116 -1.709  O2 1.269, N3 1.332, C7 1.523
5 C 1.992 -0.053 0.069  C6 1.527, H15 1.098, H17 1.097, H19 1.098
6 C 0.646 -0.609 0.528  O1 1.423, C5 1.527, C7 1.585, C9 1.532
7 C -0.572 0.086 -0.211  C4 1.523, C6 1.585, C8 1.536, C10 1.535
8 C -0.785 1.522 0.291  C7 1.536, H11 1.096, H21 1.099, H24 1.098
9 C 0.517 -0.448 2.046  C6 1.532, H12 1.098, H18 1.097, H23 1.099
10 C -1.869 -0.716 -0.033  C7 1.535, H14 1.098, H16 1.099, H22 1.096
11 H -1.230 1.494 1.293  C8 1.096
12 H 1.260 -1.099 2.526  C9 1.098
13 H -0.118 -2.421 0.497  O1 0.961
14 H -2.168 -0.724 1.024  C10 1.098
15 H 2.779 -0.398 0.753  C5 1.098
16 H -2.686 -0.239 -0.591  C10 1.099
17 H 1.998 1.044 0.064  C5 1.097
18 H 0.711 0.583 2.363  C9 1.097
19 H 2.237 -0.404 -0.942  C5 1.098
20 H 0.315 0.344 -3.373  N3 1.253
21 H 0.146 2.103 0.351  C8 1.099
22 H -1.766 -1.739 -0.412  C10 1.096
23 H -0.478 -0.740 2.409  C9 1.099
24 H -1.479 2.063 -0.366  C8 1.098
25 H 0.232 1.998 -1.904  N3 1.014



--- c ---
Molecular formula: C7H15NO2
Method: DFT, ωB97M-V with the def2-TZVPD basis set

Computed properties:
structure (SMILES) = CC1(C)C[C@@](C)(N)C1=O.O

Each atom is followed by the atoms it is bonded to, with distances in Å.
Cartesian coordinates (Å):
1 O 0.172 2.189 0.476  C8 1.193
2 O 1.028 1.161 -1.896  H11 1.070, H16 0.966
3 N -2.477 0.846 0.499  C9 1.446, H13 1.014, H14 1.014
4 C -0.662 -0.886 0.688  C9 1.550, C10 1.555, H19 1.088, H23 1.090
5 C 1.611 -1.365 -0.306  C10 1.532, H12 1.088, H18 1.090, H24 1.093
6 C 1.507 -0.149 1.867  C10 1.526, H17 1.090, H20 1.091, H25 1.091
7 C -1.638 -0.104 -1.564  C9 1.523, H15 1.085, H21 1.090, H22 1.089
8 C -0.018 1.082 0.074  O1 1.193, C9 1.540, C10 1.733
9 C -1.309 0.265 -0.124  N3 1.446, C4 1.550, C7 1.523, C8 1.540
10 C 0.798 -0.375 0.535  C4 1.555, C5 1.532, C6 1.526, C8 1.733
11 H 1.562 0.803 -1.040  O2 1.070
12 H 1.194 -1.446 -1.309  C5 1.088
13 H -2.858 1.595 -0.069  N3 1.014
14 H -2.255 1.231 1.411  N3 1.014
15 H -0.789 -0.565 -2.058  C7 1.085
16 H 1.062 2.126 -1.881  O2 0.966
17 H 0.911 0.467 2.541  C6 1.090
18 H 2.640 -1.020 -0.413  C5 1.090
19 H -0.867 -1.870 0.270  C4 1.088
20 H 1.676 -1.092 2.391  C6 1.091
21 H -1.909 0.786 -2.130  C7 1.090
22 H -2.476 -0.798 -1.563  C7 1.089
23 H -1.012 -0.880 1.720  C4 1.090
24 H 1.645 -2.345 0.176  C5 1.093
25 H 2.464 0.347 1.704  C6 1.091



--- d ---
Molecular formula: C7H15NO2
Method: DFT, ωB97M-V with the def2-TZVPD basis set

Computed properties:
structure (SMILES) = CC(C)[C@@H](OC=O)[C@@H](C)N

Each atom is followed by the atoms it is bonded to, with distances in Å.
Cartesian coordinates (Å):
1 O 0.046 2.173 -1.556  C10 1.191
2 O -1.620 0.512 -0.866  C5 1.365, C10 1.515
3 N 0.050 -0.679 -2.648  C8 1.452, H18 1.013, H22 1.017
4 C 0.113 0.891 1.061  C5 1.881, C6 1.524, C7 1.524, H24 1.093
5 C -0.633 -0.216 -0.265  O2 1.365, C4 1.881, C8 1.554, H20 1.094
6 C 1.276 0.069 1.604  C4 1.524, H11 1.093, H12 1.086, H13 1.093
7 C -0.981 1.045 2.111  C4 1.524, H17 1.088, H21 1.091, H25 1.092
8 C 0.429 -0.780 -1.249  N3 1.452, C5 1.554, C9 1.531, H19 1.091
9 C 0.708 -2.250 -0.926  C8 1.531, H15 1.092, H16 1.095, H23 1.092
10 C -0.908 1.848 -0.923  O1 1.191, O2 1.515, H14 1.094
11 H 2.108 0.013 0.896  C6 1.093
12 H 0.977 -0.945 1.850  C6 1.086
13 H 1.659 0.541 2.512  C6 1.093
14 H -1.715 2.485 -0.549  C10 1.094
15 H 1.431 -2.635 -1.647  C9 1.092
16 H -0.209 -2.842 -1.016  C9 1.095
17 H -1.308 0.073 2.473  C7 1.088
18 H -0.005 0.288 -2.945  N3 1.013
19 H 1.351 -0.208 -1.132  C8 1.091
20 H -1.071 -0.965 0.402  C5 1.094
21 H -0.610 1.611 2.967  C7 1.091
22 H -0.868 -1.088 -2.797  N3 1.017
23 H 1.106 -2.374 0.083  C9 1.092
24 H 0.537 1.873 0.838  C4 1.093
25 H -1.861 1.559 1.721  C7 1.092



Most stable: b. Least stable: d.



--- a ---
Molecular formula: C5H14
Method: DFT, ωB97M-V with the def2-TZVPD basis set

Computed properties:
<S²> = 0.750
multiplicity = 2
total charge = -1

Each atom is followed by the atoms it is bonded to, with distances in Å.
Cartesian coordinates (Å):
1 C 2.735 0.542 -1.469  C3 1.521, H9 1.100, H15 1.096, H16 1.095
2 C 0.199 0.700 -1.308  C3 1.535, H7 1.098, H18 1.089, H19 1.098
3 C 1.540 0.823 -0.572  C1 1.521, C2 1.535, H12 1.095, H14 1.095
4 C -1.465 -0.745 2.125  C5 1.543, H8 1.094, H11 1.098, H13 1.081
5 C -2.628 -1.040 1.156  C4 1.543, H6 1.098, H10 1.095, H17 1.093
6 H -2.241 -1.398 0.193  C5 1.098
7 H 0.295 0.967 -2.369  C2 1.098
8 H -0.500 -0.909 1.637  C4 1.094
9 H 2.748 -0.493 -1.843  C1 1.100
10 H -3.250 -1.871 1.505  C5 1.095
11 H -1.443 -1.561 2.859  C4 1.098
12 H 1.681 1.833 -0.173  C3 1.095
13 H -1.587 0.221 2.597  C4 1.081
14 H 1.473 0.218 0.338  C3 1.095
15 H 2.669 1.117 -2.400  C1 1.096
16 H 3.672 0.753 -0.942  C1 1.095
17 H -3.258 -0.185 0.899  C5 1.093
18 H -0.074 -0.354 -1.318  C2 1.089
19 H -0.565 1.384 -0.915  C2 1.098



--- b ---
Molecular formula: C5H14
Method: DFT, ωB97M-V with the def2-TZVPD basis set

Computed properties:
<S²> = 0.750
multiplicity = 2
total charge = -1

Each atom is followed by the atoms it is bonded to, with distances in Å.
Cartesian coordinates (Å):
1 C 1.421 -0.538 1.666  C2 1.662, H11 1.162, H17 1.018, H18 1.074
2 C 1.080 -1.919 0.806  C1 1.662, H6 1.073, H8 1.143, H10 1.169
3 C -1.193 1.146 -1.443  C4 1.510, C5 1.525, H12 1.114, H14 1.132
4 C 0.280 0.944 -1.179  C3 1.510, H7 1.044, H9 1.203, H16 1.102
5 C -2.007 0.631 -0.260  C3 1.525, H13 1.074, H15 1.139, H19 1.088
6 H 0.219 -2.423 1.199  C2 1.073
7 H 0.903 0.351 -1.770  C4 1.044
8 H 1.938 -2.665 0.920  C2 1.143
9 H 0.387 0.358 -0.133  C4 1.203
10 H 0.939 -1.532 -0.288  C2 1.169
11 H 1.911 -0.696 2.708  C1 1.162
12 H -1.286 2.198 -1.796  C3 1.114
13 H -2.477 -0.294 -0.537  C5 1.074
14 H -1.444 0.573 -2.386  C3 1.132
15 H -1.312 0.450 0.624  C5 1.139
16 H 0.770 1.931 -1.222  C4 1.102
17 H 0.525 -0.114 1.898  C1 1.018
18 H 1.993 0.166 1.092  C1 1.074
19 H -2.648 1.433 0.101  C5 1.088



Most stable: a. Least stable: b.



--- a ---
Molecular formula: C5H11O2
Method: DFT, ωB97M-V with the def2-TZVPD basis set

Computed properties:
total charge = -1

Each atom is followed by the atoms it is bonded to, with distances in Å.
Cartesian coordinates (Å):
1 O -0.708 -1.707 -2.904  C5 1.253
2 O -1.984 -2.915 -1.423  C5 1.238
3 C 0.701 1.100 0.463  C4 1.478, H9 1.011, H10 1.126, H16 1.203
4 C -0.226 2.175 0.875  C3 1.478, C7 1.546, H13 1.162, H18 1.186
5 C -0.969 -2.590 -2.053  O1 1.253, O2 1.238, C6 1.594
6 C 0.430 -3.337 -1.901  C5 1.594, H8 1.097, H14 1.116, H17 1.136
7 C -0.250 2.443 2.398  C4 1.546, H11 1.138, H12 1.123, H15 1.083
8 H 1.099 -2.543 -1.547  C6 1.097
9 H 0.632 0.330 1.114  C3 1.011
10 H 1.745 1.521 0.469  C3 1.126
11 H 0.783 2.562 2.859  C7 1.138
12 H -0.841 3.330 2.751  C7 1.123
13 H -0.170 3.253 0.447  C4 1.162
14 H 0.748 -3.572 -2.944  C6 1.116
15 H -0.421 1.407 2.662  C7 1.083
16 H 0.421 0.932 -0.694  C3 1.203
17 H 0.369 -4.275 -1.263  C6 1.136
18 H -1.360 1.886 0.690  C4 1.186



--- b ---
Molecular formula: C5H11O2
Method: DFT, ωB97M-V with the def2-TZVPD basis set

Computed properties:
total charge = -1

Each atom is followed by the atoms it is bonded to, with distances in Å.
Cartesian coordinates (Å):
1 O -1.098 -2.796 -1.732  C7 1.254
2 O 0.011 -1.447 -3.167  C7 1.260
3 C -1.756 -0.497 -1.914  C7 1.547, H11 1.098, H17 1.088, H18 1.097
4 C 0.534 0.679 0.846  C5 1.508, C6 1.537, H13 1.092, H14 1.083
5 C 0.066 1.234 2.169  C4 1.508, H12 1.086, H15 1.090, H16 1.096
6 C 1.933 0.043 0.850  C4 1.537, H8 1.095, H9 1.088, H10 1.097
7 C -0.869 -1.703 -2.303  O1 1.254, O2 1.260, C3 1.547
8 H 2.550 0.341 1.704  C6 1.095
9 H 1.914 -1.043 0.800  C6 1.088
10 H 2.509 0.365 -0.025  C6 1.097
11 H -1.879 -0.460 -0.823  C3 1.098
12 H -0.933 1.655 2.111  C5 1.086
13 H 0.472 1.422 0.048  C4 1.092
14 H -0.141 -0.082 0.474  C4 1.083
15 H -0.035 0.433 2.902  C5 1.090
16 H 0.766 1.965 2.589  C5 1.096
17 H -2.781 -0.529 -2.276  C3 1.088
18 H -1.263 0.423 -2.252  C3 1.097



--- c ---
Molecular formula: C5H11O2
Method: DFT, ωB97M-V with the def2-TZVPD basis set

Computed properties:
total charge = -1

Each atom is followed by the atoms it is bonded to, with distances in Å.
Cartesian coordinates (Å):
1 O 0.002 -0.410 -2.292  C3 1.255
2 O -2.236 -0.498 -2.081  C3 1.247
3 C -1.076 -0.919 -1.901  O1 1.255, O2 1.247, C5 1.561
4 C 1.055 0.852 1.804  C6 1.525, C7 1.535, H11 1.074, H14 1.094
5 C -0.934 -2.180 -0.993  C3 1.561, H8 1.086, H15 1.082, H17 1.087
6 C 2.299 0.743 2.680  C4 1.525, H13 1.094, H16 1.085, H18 1.098
7 C 0.464 2.263 1.923  C4 1.535, H9 1.093, H10 1.089, H12 1.092
8 H 0.128 -2.333 -0.824  C5 1.086
9 H -0.608 2.342 1.724  C7 1.093
10 H 0.533 2.610 2.952  C7 1.089
11 H 1.200 0.529 0.789  C4 1.074
12 H 0.905 2.950 1.198  C7 1.092
13 H 2.410 -0.256 3.111  C6 1.094
14 H 0.285 0.130 2.090  C4 1.094
15 H -1.353 -1.898 -0.036  C5 1.082
16 H 2.290 1.478 3.478  C6 1.085
17 H -1.458 -3.027 -1.427  C5 1.087
18 H 3.230 0.925 2.128  C6 1.098



--- d ---
Molecular formula: C5H11O2
Method: DFT, ωB97M-V with the def2-TZVPD basis set

Computed properties:
total charge = -1

Each atom is followed by the atoms it is bonded to, with distances in Å.
Cartesian coordinates (Å):
1 O 0.103 -1.113 -1.847  C5 1.274
2 O 0.165 -1.742 0.308  C5 1.170
3 C -1.968 0.907 0.995  C7 1.508, H14 1.015, H16 1.184, H18 1.097
4 C 1.231 0.287 -0.256  C5 1.620, C6 1.505, H9 1.076, H11 1.072
5 C 0.428 -1.073 -0.616  O1 1.274, O2 1.170, C4 1.620
6 C 1.817 0.982 -1.455  C4 1.505, H10 1.095, H12 1.194, H13 1.072
7 C -1.529 1.107 2.423  C3 1.508, H8 1.133, H15 1.145, H17 1.048
8 H -1.641 0.116 2.961  C7 1.133
9 H 2.041 -0.104 0.334  C4 1.076
10 H 1.201 1.848 -1.714  C6 1.095
11 H 0.543 0.821 0.369  C4 1.072
12 H 2.940 1.322 -1.234  C6 1.194
13 H 1.705 0.307 -2.281  C6 1.072
14 H -1.708 1.747 0.490  C3 1.015
15 H -0.387 1.073 2.338  C7 1.145
16 H -3.122 0.650 0.932  C3 1.184
17 H -2.122 1.803 2.936  C7 1.048
18 H -1.469 0.000 0.633  C3 1.097



Most stable: b. Least stable: a.



--- a ---
Molecular formula: C6H13N6
Method: DFT, ωB97M-V with the def2-TZVPD basis set

Computed properties:
total charge = +1

Each atom is followed by the atoms it is bonded to, with distances in Å.
Cartesian coordinates (Å):
1 N -0.696 -0.688 1.638  N3 1.327, C12 1.437, H18 1.068
2 N -1.152 -1.731 -2.840  C7 1.332, H17 0.988, H19 0.971
3 N 0.064 -1.360 0.782  N1 1.327, C10 1.480, H20 1.007
4 N 0.302 -0.657 -1.454  C7 1.267, C10 1.422
5 N -1.125 -2.279 -0.563  C7 1.418, H13 1.005
6 N -1.398 1.652 1.651  C12 1.244, H24 0.985
7 C -0.608 -1.518 -1.642  N2 1.332, N4 1.267, N5 1.418
8 C 0.595 0.899 0.472  C9 1.558, C10 1.500, C11 1.540, C12 1.551
9 C 1.729 1.300 1.462  C8 1.558, H15 1.072, H16 1.146, H23 1.086
10 C 0.796 -0.458 -0.135  N3 1.480, N4 1.422, C8 1.500, H22 1.039
11 C 0.500 1.807 -0.767  C8 1.540, H14 1.046, H21 1.144, H25 1.101
12 C -0.751 0.684 1.214  N1 1.437, N6 1.244, C8 1.551
13 H -1.965 -1.756 -0.388  N5 1.005
14 H 0.947 2.744 -0.639  C11 1.046
15 H 2.080 0.393 1.912  C9 1.072
16 H 1.386 2.014 2.291  C9 1.146
17 H -0.747 -1.183 -3.556  N2 0.988
18 H -1.570 -1.123 2.071  N1 1.068
19 H -1.535 -2.578 -3.120  N2 0.971
20 H 0.426 -2.169 1.260  N3 1.007
21 H 1.126 1.354 -1.610  C11 1.144
22 H 1.777 -0.780 -0.019  C10 1.039
23 H 2.536 1.714 0.864  C9 1.086
24 H -2.200 1.663 2.224  N6 0.985
25 H -0.518 2.054 -1.109  C11 1.101



--- b ---
Molecular formula: C6H13N6
Method: DFT, ωB97M-V with the def2-TZVPD basis set

Computed properties:
total charge = +1
structure (SMILES) = NC1=N[NH+](NC2CC2)N=C(N)C1

Each atom is followed by the atoms it is bonded to, with distances in Å.
Cartesian coordinates (Å):
1 N 0.750 -1.448 0.693  N6 1.380, C8 1.279
2 N -1.100 -0.492 -0.390  N6 1.492, C12 1.455, H21 0.994
3 N 0.477 0.921 0.763  N6 1.418, C10 1.287
4 N 1.925 2.407 -0.199  C10 1.324, H15 1.092, H17 1.102
5 N 2.703 -2.353 0.026  C8 1.335, H20 1.077, H22 1.075
6 N -0.110 -0.369 0.720  N1 1.380, N2 1.492, N3 1.418, H19 1.035
7 C -3.383 0.327 -0.779  C11 1.587, C12 1.504, H13 1.107, H25 1.080
8 C 1.861 -1.319 0.072  N1 1.279, N5 1.335, C9 1.516
9 C 2.342 0.010 -0.476  C8 1.516, C10 1.521, H18 1.167, H24 1.174
10 C 1.555 1.173 0.108  N3 1.287, N4 1.324, C9 1.521
11 C -2.886 0.827 0.643  C7 1.587, C12 1.464, H14 1.127, H23 1.114
12 C -2.467 -0.470 0.108  N2 1.455, C7 1.504, C11 1.464, H16 1.039
13 H -4.395 -0.107 -0.666  C7 1.107
14 H -3.650 0.844 1.471  C11 1.127
15 H 2.746 2.636 -0.881  N4 1.092
16 H -2.793 -1.386 0.473  C12 1.039
17 H 1.251 3.225 0.104  N4 1.102
18 H 3.470 0.209 -0.252  C9 1.167
19 H -0.639 -0.297 1.608  N6 1.035
20 H 2.603 -3.052 0.839  N5 1.077
21 H -1.014 -1.373 -0.842  N2 0.994
22 H 3.725 -2.232 -0.286  N5 1.075
23 H -2.076 1.589 0.588  C11 1.114
24 H 2.344 0.065 -1.648  C9 1.174
25 H -3.239 0.665 -1.795  C7 1.080



Most stable: b. Least stable: a.